9
Properties=species:S:1:pos:R:3:lowdin_charge:R:1 method="wB97M-V/def2-TZVPD" relative_energy_ev=1.320 e_tot_ha=-1004.33902 e_homo_ev=-8.92 smiles="NC(=O)C(=S)S" homo_lumo_gap_ev=8.202 lumo_energy_ha=-0.026
N -1.343 -0.202 0.279 0.083
C -0.345 -1.000 -0.003 -0.585
O -0.243 -2.166 -0.262 0.051
C 1.131 0.026 0.052 -1.041
S 0.875 1.591 -0.071 0.730
S 2.660 -0.883 0.054 0.807
H -0.848 0.776 0.489 0.012
H -2.251 -0.460 0.695 0.135
H 3.330 0.102 -0.328 -0.193

=====

294
Properties=species:S:1:pos:R:3:lowdin_charge:R:1 method="wB97M-V/def2-TZVPD" e_tot_ha=-5540.07765 e_homo_ev=-9.20 homo_lumo_gap_ev=9.376 lumo_energy_ha=0.006
C -9.845 -33.701 -1.337 -0.236
C -9.007 -33.548 -0.085 -0.254
O -9.312 -34.652 0.777 -0.080
O -9.683 -32.567 -2.169 -0.102
H -10.921 -33.868 -1.072 0.142
H -9.524 -34.512 -2.047 0.142
H -9.201 -32.610 0.521 0.150
H -7.953 -33.519 -0.366 0.074
H -9.320 -35.508 0.276 0.110
H -10.113 -31.860 -1.694 0.090
C -3.901 -38.814 -8.837 -0.244
C -5.252 -38.219 -8.591 -0.287
O -6.086 -39.326 -8.517 -0.067
O -3.933 -39.434 -10.116 -0.058
H -3.761 -39.534 -7.993 0.134
H -3.161 -38.015 -8.850 0.108
H -5.607 -37.569 -9.473 0.133
H -5.274 -37.650 -7.626 0.122
H -6.994 -39.002 -8.516 0.075
H -4.748 -39.938 -10.130 0.070
C -1.095 -31.864 -4.806 -0.276
C 0.223 -32.528 -4.765 -0.238
O 0.695 -32.627 -6.117 -0.092
O -1.095 -30.497 -5.206 -0.064
H -1.529 -31.957 -3.771 0.092
H -1.612 -32.541 -5.492 0.109
H 0.190 -33.509 -4.301 0.116
H 0.945 -31.864 -4.258 0.128
H 0.821 -31.729 -6.409 0.009
H -0.487 -30.411 -5.950 0.033
C -13.765 -30.945 -8.053 -0.179
C -12.309 -30.642 -8.491 -0.203
O -12.074 -31.210 -9.739 -0.076
O -14.758 -30.521 -9.014 -0.069
H -13.991 -30.406 -7.178 0.101
H -13.926 -32.011 -8.018 0.107
H -11.678 -31.160 -7.753 0.096
H -11.956 -29.617 -8.499 0.103
H -11.365 -30.813 -10.199 0.032
H -14.491 -30.906 -9.849 0.057
C -11.601 -32.301 -5.033 -0.198
C -11.289 -30.806 -5.099 -0.235
O -10.344 -30.555 -6.123 -0.102
O -10.355 -33.002 -4.981 -0.102
H -12.163 -32.663 -5.909 0.110
H -12.206 -32.511 -4.156 0.125
H -10.850 -30.542 -4.149 0.094
H -12.181 -30.181 -5.214 0.120
H -9.582 -31.059 -5.803 0.060
H -10.072 -33.041 -4.054 0.059
C -10.273 -32.447 -12.537 -0.199
C -10.138 -33.530 -11.511 -0.216
O -11.376 -33.710 -10.787 -0.092
O -10.344 -31.210 -11.782 -0.116
H -11.254 -32.486 -13.064 0.107
H -9.466 -32.362 -13.315 0.126
H -9.372 -33.223 -10.756 0.119
H -9.881 -34.476 -12.049 0.131
H -11.527 -32.906 -10.250 0.053
H -10.880 -30.601 -12.347 0.068
C -3.660 -28.326 -8.800 -0.242
C -2.762 -27.606 -9.785 -0.209
O -1.344 -27.833 -9.594 -0.076
O -3.536 -27.752 -7.492 -0.135
H -3.335 -29.393 -8.719 0.122
H -4.699 -28.205 -9.168 0.109
H -2.991 -26.521 -9.707 0.124
H -2.904 -28.039 -10.758 0.110
H -1.107 -27.496 -8.741 0.015
H -3.919 -28.490 -6.973 0.015
C -13.180 -35.459 -8.631 -0.245
C -11.839 -35.356 -7.904 -0.224
O -12.073 -35.136 -6.487 -0.097
O -13.096 -36.103 -9.876 -0.050
H -13.532 -34.454 -8.733 0.095
H -13.889 -35.979 -7.943 0.138
H -11.201 -34.557 -8.313 0.101
H -11.287 -36.295 -7.901 0.106
H -11.294 -34.636 -6.180 0.040
H -12.651 -35.511 -10.484 0.053
C -5.997 -25.679 -8.325 -0.257
C -5.949 -25.049 -6.920 -0.146
O -7.118 -25.639 -6.168 -0.133
O -7.238 -25.395 -8.882 -0.097
H -5.912 -26.747 -8.238 0.082
H -5.205 -25.239 -8.965 0.133
H -6.108 -23.982 -7.037 0.112
H -5.052 -25.242 -6.352 0.092
H -7.256 -24.993 -5.423 0.104
H -7.887 -25.946 -8.428 0.010
C -11.425 -27.359 -6.665 -0.044
C -10.530 -26.983 -7.866 -0.413
C -10.778 -25.566 -8.275 -0.189
O -12.175 -25.534 -8.609 -0.242
C -12.757 -24.225 -8.836 -0.068
N -9.082 -27.178 -7.628 0.063
H -12.469 -27.299 -7.022 0.086
H -11.292 -26.625 -5.823 0.094
H -11.158 -28.365 -6.325 0.047
H -10.813 -27.764 -8.584 0.110
H -10.288 -25.197 -9.169 0.122
H -10.477 -24.970 -7.339 0.155
H -12.800 -23.683 -7.881 0.089
H -13.740 -24.432 -9.281 0.085
H -12.125 -23.676 -9.540 0.083
H -8.893 -26.696 -6.750 0.055
H -8.834 -28.140 -7.450 0.064
C 3.338 -30.683 -7.513 -0.058
C 2.230 -30.315 -8.447 -0.390
C 1.760 -31.462 -9.308 -0.211
O 2.849 -32.040 -9.966 -0.172
C 3.072 -31.620 -11.250 -0.145
N 1.001 -29.872 -7.656 0.053
H 2.994 -30.971 -6.518 0.069
H 4.025 -29.834 -7.236 0.096
H 3.962 -31.451 -7.926 0.073
H 2.652 -29.528 -9.075 0.137
H 1.089 -30.994 -10.019 0.125
H 1.310 -32.227 -8.702 0.105
H 4.126 -31.757 -11.503 0.082
H 2.847 -30.542 -11.516 0.115
H 2.710 -32.356 -11.983 0.087
H 1.180 -29.065 -7.049 0.073
H 0.277 -29.526 -8.295 0.065
C -1.280 -24.916 -6.799 -0.094
C -0.931 -25.903 -5.766 -0.417
C -2.132 -25.911 -4.788 -0.235
O -1.870 -26.565 -3.576 -0.162
C -3.098 -26.915 -2.950 -0.092
N -0.736 -27.275 -6.336 0.047
H -1.144 -23.886 -6.449 0.087
H -2.338 -25.035 -7.149 0.089
H -0.578 -25.090 -7.611 0.081
H 0.079 -25.620 -5.379 0.152
H -2.876 -26.408 -5.369 0.084
H -2.514 -24.865 -4.644 0.138
H -3.716 -26.042 -2.687 0.096
H -2.830 -27.495 -2.073 0.069
H -3.697 -27.496 -3.654 0.080
H -0.470 -27.878 -5.576 0.048
H -1.666 -27.617 -6.729 0.069
C -1.070 -29.349 -0.249 -0.047
C -1.779 -30.595 -0.674 -0.434
C -3.106 -30.276 -1.449 -0.156
O -3.975 -29.459 -0.615 -0.234
C -4.339 -30.013 0.610 -0.125
N -0.958 -31.501 -1.502 0.063
H -0.336 -29.629 0.467 0.070
H -1.796 -28.653 0.200 0.090
H -0.559 -29.048 -1.163 0.087
H -2.053 -31.141 0.211 0.121
H -3.533 -31.268 -1.596 0.103
H -2.986 -29.772 -2.386 0.108
H -5.292 -29.600 0.984 0.090
H -3.548 -29.820 1.361 0.093
H -4.467 -31.103 0.435 0.100
H -0.413 -30.861 -2.087 0.073
H -0.275 -31.918 -0.893 0.078
C -1.593 -35.335 -6.826 -0.040
C -0.736 -35.500 -8.077 -0.427
C -0.812 -34.267 -8.917 -0.210
O -2.136 -33.908 -9.384 -0.198
C -2.148 -32.592 -9.879 -0.125
N 0.670 -35.815 -7.777 0.060
H -2.545 -34.846 -7.053 0.077
H -1.048 -34.770 -6.120 0.036
H -1.907 -36.260 -6.339 0.079
H -1.202 -36.327 -8.606 0.121
H -0.113 -34.340 -9.762 0.130
H -0.532 -33.493 -8.186 0.103
H -1.786 -31.824 -9.159 0.088
H -3.170 -32.347 -10.149 0.071
H -1.516 -32.530 -10.753 0.081
H 1.311 -35.680 -8.525 0.052
H 1.084 -35.200 -7.060 0.074
C -5.989 -35.194 -1.374 -0.033
C -5.480 -33.897 -2.068 -0.418
C -4.119 -34.308 -2.654 -0.222
O -3.196 -34.864 -1.740 -0.185
C -1.930 -35.002 -2.356 -0.105
N -6.360 -33.336 -3.062 0.059
H -6.399 -35.896 -2.088 0.077
H -6.860 -35.015 -0.717 0.051
H -5.207 -35.681 -0.792 0.079
H -5.309 -33.128 -1.339 0.115
H -3.665 -33.392 -3.111 0.113
H -4.269 -35.039 -3.496 0.143
H -1.220 -35.236 -1.538 0.100
H -1.597 -34.077 -2.770 0.038
H -1.878 -35.836 -3.073 0.095
H -6.765 -34.057 -3.618 0.030
H -7.264 -32.999 -2.568 0.088
C -5.470 -30.390 -12.927 -0.047
C -6.985 -30.344 -13.030 -0.461
C -7.549 -29.128 -12.374 -0.241
O -7.242 -29.222 -11.022 -0.190
C -7.862 -28.239 -10.249 -0.113
N -7.476 -30.483 -14.394 0.058
H -5.080 -31.135 -13.652 0.083
H -5.075 -30.646 -11.947 0.066
H -5.033 -29.406 -13.148 0.085
H -7.496 -31.151 -12.496 0.119
H -8.654 -29.239 -12.417 0.109
H -7.125 -28.142 -12.813 0.165
H -8.954 -28.256 -10.358 0.080
H -7.560 -27.214 -10.444 0.086
H -7.590 -28.544 -9.226 0.066
H -8.272 -29.904 -14.590 0.065
H -6.728 -30.291 -15.020 0.054
C -9.194 -37.134 -5.586 -0.035
C -8.189 -36.192 -6.224 -0.408
C -8.380 -36.050 -7.706 -0.253
O -8.694 -37.264 -8.330 -0.200
C -8.854 -37.157 -9.737 -0.069
N -8.016 -34.855 -5.585 0.063
H -9.200 -38.095 -6.008 0.061
H -10.210 -36.754 -5.679 0.071
H -8.990 -37.275 -4.535 0.072
H -7.161 -36.713 -6.241 0.150
H -7.550 -35.511 -8.111 0.107
H -9.218 -35.317 -7.941 0.115
H -9.574 -36.375 -9.922 0.074
H -9.303 -38.110 -10.015 0.099
H -7.876 -37.065 -10.234 0.084
H -7.272 -34.304 -6.016 0.045
H -8.896 -34.240 -5.751 0.083
C -5.113 -32.342 -6.601 -0.030
C -5.428 -30.861 -6.883 -0.362
C -6.836 -30.415 -6.459 -0.138
O -7.848 -31.379 -6.889 -0.245
C -8.039 -31.626 -8.294 -0.053
N -4.531 -29.917 -6.136 0.045
H -5.038 -32.631 -5.563 0.052
H -4.124 -32.626 -7.124 0.096
H -5.917 -32.980 -7.031 0.056
H -5.291 -30.618 -7.952 0.123
H -7.040 -29.399 -6.791 0.115
H -7.024 -30.422 -5.430 0.078
H -8.221 -30.669 -8.793 0.077
H -8.895 -32.345 -8.353 0.100
H -7.119 -32.052 -8.717 0.070
H -3.554 -30.251 -6.126 0.085
H -4.896 -29.791 -5.173 0.059
C -5.888 -34.402 -10.844 -0.047
C -5.412 -34.434 -12.289 -0.369
C -3.974 -34.801 -12.502 -0.245
O -3.655 -36.065 -11.988 -0.176
C -2.244 -36.305 -12.058 -0.078
N -6.115 -35.426 -13.211 0.056
H -5.522 -35.167 -10.206 0.048
H -6.976 -34.442 -10.846 0.051
H -5.657 -33.377 -10.396 0.088
H -5.606 -33.443 -12.695 0.117
H -3.286 -34.072 -12.198 0.092
H -3.797 -34.933 -13.577 0.128
H -1.780 -36.226 -13.052 0.091
H -2.040 -37.304 -11.680 0.087
H -1.749 -35.566 -11.418 0.069
H -7.097 -35.299 -13.111 0.034
H -5.951 -36.364 -12.864 0.065
C -11.592 -27.837 -11.534 -0.046
C -12.902 -27.645 -12.238 -0.417
C -13.348 -29.017 -12.600 -0.215
O -12.415 -29.735 -13.426 -0.207
C -13.058 -30.842 -14.054 -0.092
N -13.987 -27.096 -11.382 0.072
H -11.197 -26.890 -11.154 0.086
H -10.863 -28.325 -12.175 0.066
H -11.791 -28.509 -10.680 0.080
H -12.841 -27.079 -13.141 0.134
H -14.333 -28.963 -13.092 0.133
H -13.473 -29.643 -11.711 0.116
H -13.628 -31.422 -13.361 0.089
H -12.250 -31.449 -14.420 0.071
H -13.668 -30.575 -14.915 0.095
H -13.624 -26.655 -10.562 0.039
H -14.543 -26.424 -11.923 0.084
C -7.470 -30.230 -1.408 -0.049
C -7.164 -29.724 -2.777 -0.385
C -6.991 -28.154 -2.850 -0.153
O -8.165 -27.489 -2.332 -0.192
C -9.245 -27.404 -3.255 -0.104
N -5.867 -30.252 -3.247 0.065
H -6.749 -29.892 -0.680 0.060
H -7.541 -31.343 -1.282 0.059
H -8.498 -29.921 -1.163 0.085
H -8.010 -29.890 -3.462 0.124
H -6.732 -27.914 -3.860 0.102
H -6.202 -27.748 -2.251 0.113
H -9.882 -28.324 -3.261 0.085
H -8.906 -27.167 -4.269 0.068
H -9.793 -26.522 -2.887 0.094
H -5.216 -29.984 -2.526 0.037
H -5.867 -31.257 -3.363 0.040